The following is a quantum chemistry calculation of C34H49NOPPdS as an isolated structure, from the Open Molecules 2025 dataset.

Structure (ORCA input):
```
! RIJCOSX wB97M-V def2-TZVPD def2/J DEFGRID3
* xyz 0 2
Pd -0.138 -0.368 -0.974
O -0.770 -2.386 -1.616
N 0.252 -3.235 -1.681
C 0.035 -4.559 -1.414
C 1.070 -5.441 -1.354
C 2.380 -5.018 -1.630
C 2.585 -3.671 -1.941
C 1.531 -2.790 -1.942
S 1.737 -1.110 -2.299
H -0.995 -4.821 -1.243
H 0.872 -6.468 -1.088
H 3.204 -5.708 -1.589
H 3.571 -3.291 -2.156
C 2.580 -4.378 1.806
C 1.133 -3.930 1.995
C 0.757 -3.955 3.485
C 0.810 -2.532 1.517
C 1.756 -1.533 1.326
C 1.404 -0.190 1.146
C 2.522 0.836 1.213
C 2.999 0.979 2.662
C 3.708 0.469 0.316
C 0.030 0.192 1.142
C -0.943 -0.847 1.271
C -0.530 -2.167 1.442
C -2.421 -0.552 1.402
C -2.874 -0.665 2.860
C -3.242 -1.496 0.515
C -0.334 1.623 1.365
C -0.276 2.061 2.675
C -0.467 3.398 3.012
C -0.690 4.326 1.996
C -0.796 3.907 0.691
C -0.657 2.548 0.330
P -0.886 1.894 -1.339
C -2.647 2.350 -1.954
C -3.584 1.402 -1.212
C -3.092 3.782 -1.688
C -2.735 2.004 -3.438
C 0.351 2.760 -2.517
C 0.134 4.230 -2.865
C 1.679 2.616 -1.776
C 0.443 1.922 -3.799
H 2.676 -5.422 2.102
H 3.249 -3.792 2.431
H 2.889 -4.288 0.766
H 0.485 -4.642 1.467
H 1.373 -3.242 4.029
H 0.911 -4.944 3.907
H -0.286 -3.674 3.618
H 2.800 -1.796 1.367
H 2.125 1.801 0.896
H 3.281 0.010 3.064
H 2.214 1.396 3.284
H 3.860 1.640 2.714
H 4.299 -0.333 0.753
H 4.362 1.329 0.189
H 3.365 0.141 -0.663
H -1.285 -2.929 1.572
H -2.583 0.481 1.087
H -2.699 -1.666 3.248
H -3.939 -0.451 2.926
H -2.337 0.045 3.483
H -3.368 -2.465 0.994
H -2.740 -1.656 -0.444
H -4.232 -1.085 0.336
H -0.071 1.338 3.456
H -0.415 3.714 4.042
H -0.782 5.377 2.239
H -0.967 4.641 -0.080
H -3.632 1.658 -0.157
H -3.226 0.378 -1.327
H -4.591 1.466 -1.620
H -3.068 3.999 -0.623
H -4.118 3.904 -2.034
H -2.480 4.512 -2.206
H -2.289 1.026 -3.620
H -2.240 2.742 -4.059
H -3.778 1.962 -3.747
H 0.126 4.860 -1.979
H -0.781 4.391 -3.428
H 0.966 4.554 -3.491
H 1.665 3.181 -0.845
H 2.497 2.979 -2.396
H 1.845 1.557 -1.556
H -0.263 2.238 -4.561
H 0.269 0.865 -3.575
H 1.444 2.013 -4.215
*
```

Results
* highest occupied orbital energy (spin up / spin down): -6.813 / -6.754 eV
* LUMO level (spin up / spin down): 0.6 / -0.2 eV
* DFT total energy: -2322.3681 Ha
* relative energy (zero: lowest compared OMol25 entry of this formula, charge and spin): 26.2 kcal/mol
* frontier orbital gap (spin up / spin down): 7.4 / 6.6 eV